Version P
Computed, not measured: a structure of composition C34H44CoN6O8S3Se, with ωB97M-V/def2-TZVPD.

Calculated values
Lowest unoccupied orbital energy (alpha / beta) in eV: 3.33 / 3.33
Spin multiplicity: 2
Net charge: -2
HOMO level (alpha / beta) in eV: 0.38 / 0.33

Geometry as XYZ:
```
97
C34H44CoN6O8S3Se (ωB97M-V/def2-TZVPD)
Co 0.238 -2.839 -0.602
O -3.130 -1.475 0.993
C -2.172 -1.884 0.342
O -1.025 -2.267 0.798
C -2.289 -2.055 -1.166
C -3.387 -1.802 -1.959
C -3.327 -2.169 -3.303
C -2.186 -2.778 -3.805
C -1.117 -2.971 -2.955
N -1.197 -2.606 -1.684
C 0.199 -3.677 -3.251
O 0.427 -4.131 -4.362
O 0.945 -3.781 -2.197
H -4.258 -1.343 -1.507
H -4.174 -1.985 -3.954
H -2.094 -3.079 -4.839
C 3.582 0.244 -2.376
C 2.097 -0.125 -2.409
S 1.473 -0.738 -0.888
C 1.400 0.108 -3.558
C 2.202 0.636 -4.741
S -0.311 -0.073 -3.808
H 3.980 0.083 -1.372
H 3.747 1.300 -2.633
H 4.171 -0.359 -3.088
H 2.637 1.622 -4.521
H 1.553 0.732 -5.607
H 3.031 -0.037 -4.997
C -1.385 4.156 2.568
C -1.570 3.109 3.666
C -2.909 2.368 3.587
C -3.006 1.303 2.487
N -3.386 1.821 1.183
C -2.598 1.715 0.049
Se -0.863 1.209 -0.098
N -3.425 2.020 -1.013
C -3.064 1.805 -2.414
C -2.799 3.073 -3.222
C -1.531 3.836 -2.820
C -1.728 4.785 -1.635
C -4.697 2.310 -0.561
C -5.851 2.677 -1.228
C -6.997 2.908 -0.464
C -6.979 2.764 0.919
C -5.814 2.387 1.590
C -4.678 2.169 0.833
H -0.452 4.709 2.712
H -2.214 4.874 2.573
H -1.334 3.684 1.584
H -1.502 3.597 4.644
H -0.758 2.378 3.608
H -3.711 3.105 3.461
H -3.088 1.856 4.538
H -3.737 0.540 2.761
H -2.052 0.797 2.344
H -3.884 1.242 -2.872
H -2.165 1.178 -2.434
H -3.671 3.743 -3.171
H -2.694 2.743 -4.258
H -1.186 4.415 -3.681
H -0.750 3.108 -2.587
H -2.504 5.530 -1.851
H -0.798 5.315 -1.409
H -2.016 4.242 -0.733
H -5.866 2.777 -2.307
H -7.913 3.206 -0.960
H -7.884 2.948 1.488
H -5.801 2.260 2.666
C 5.392 -0.434 4.689
C 5.972 -1.631 3.937
S 5.949 -1.266 2.189
O 7.202 -0.601 1.893
O 4.709 -0.628 1.851
C 6.031 -2.831 1.310
C 5.065 -3.971 1.662
N 3.633 -3.659 1.590
C 2.970 -3.396 0.442
N 1.660 -3.285 0.666
C 1.448 -3.438 1.978
C 2.650 -3.695 2.598
N 2.801 -4.037 3.935
O 3.907 -4.326 4.381
O 1.818 -4.009 4.639
C 3.627 -3.301 -0.882
H 5.372 -0.645 5.758
H 4.373 -0.238 4.353
H 5.983 0.466 4.514
H 5.394 -2.533 4.119
H 7.023 -1.807 4.168
H 7.057 -3.174 1.450
H 5.899 -2.494 0.282
H 5.252 -4.339 2.657
H 5.267 -4.780 0.961
H 0.464 -3.353 2.416
H 4.437 -4.036 -0.972
H 4.014 -2.293 -1.028
H 2.875 -3.476 -1.654
```

Mulliken atomic charge list, values in e, 4 entries: -0.49 -0.77 0.18 -0.58

=====

Version Q
Computed, not measured: a structure of composition C34H44CoN6O8S3Se, with ωB97M-V/def2-TZVPD.

Calculated values
Lowest unoccupied orbital energy (alpha / beta) in eV: 3.41 / 3.41
Spin multiplicity: 2
Net charge: -2
HOMO level (alpha / beta) in eV: -0.72 / -0.80

Geometry as XYZ:
```
97
C34H44CoN6O8S3Se (ωB97M-V/def2-TZVPD)
Co -0.629 -0.666 0.763
O -2.488 3.100 -1.987
C -2.002 2.204 -1.265
O -0.865 1.719 -1.294
C -2.934 1.701 -0.140
C -4.201 2.273 -0.049
C -5.042 1.912 0.987
C -4.595 0.978 1.903
C -3.331 0.435 1.731
N -2.507 0.785 0.739
C -2.870 -0.678 2.662
O -3.571 -0.936 3.642
O -1.819 -1.277 2.294
H -4.469 3.000 -0.800
H -6.028 2.355 1.081
H -5.178 0.635 2.744
C 3.260 -3.212 1.354
C 2.239 -2.196 0.894
S 0.836 -1.980 1.928
C 2.357 -1.488 -0.240
C 3.514 -1.626 -1.191
S 1.145 -0.302 -0.711
H 2.899 -3.720 2.248
H 4.223 -2.750 1.601
H 3.446 -3.973 0.591
H 4.283 -2.297 -0.806
H 3.975 -0.652 -1.388
H 3.182 -2.011 -2.161
C -1.151 5.745 3.276
C -0.044 5.932 2.244
C -0.502 5.622 0.820
C -0.695 4.133 0.539
N 0.564 3.411 0.582
C 0.966 2.550 1.556
Se 0.050 2.083 3.066
N 2.160 2.033 1.165
C 2.902 0.973 1.827
C 4.158 1.503 2.513
C 3.884 2.339 3.761
C 3.374 1.503 4.930
C 2.513 2.553 -0.063
C 3.597 2.310 -0.889
C 3.627 2.977 -2.106
C 2.600 3.841 -2.487
C 1.508 4.074 -1.662
C 1.492 3.423 -0.441
H -0.825 6.063 4.268
H -1.437 4.696 3.351
H -2.035 6.331 3.006
H 0.797 5.282 2.500
H 0.328 6.961 2.284
H 0.217 6.025 0.101
H -1.456 6.124 0.625
H -1.131 3.978 -0.449
H -1.352 3.665 1.272
H 3.140 0.234 1.060
H 2.216 0.480 2.516
H 4.733 2.090 1.790
H 4.779 0.642 2.785
H 3.149 3.113 3.520
H 4.805 2.856 4.053
H 2.370 1.130 4.731
H 3.333 2.093 5.848
H 4.030 0.646 5.107
H 4.364 1.599 -0.614
H 4.452 2.800 -2.785
H 2.639 4.318 -3.458
H 0.682 4.696 -1.978
C -0.730 -7.528 -2.011
C -1.317 -6.670 -3.123
S -0.297 -5.233 -3.393
O 0.750 -5.612 -4.316
O 0.030 -4.659 -2.119
C -1.327 -4.073 -4.285
C -2.661 -3.601 -3.684
N -2.596 -3.108 -2.315
C -1.831 -2.043 -1.960
N -1.864 -1.841 -0.646
C -2.651 -2.801 -0.116
C -3.120 -3.615 -1.116
N -4.070 -4.651 -0.950
O -4.419 -5.345 -1.921
O -4.524 -4.821 0.163
C -1.176 -1.176 -2.965
H -1.409 -8.351 -1.790
H -0.593 -6.935 -1.108
H 0.238 -7.939 -2.300
H -2.314 -6.331 -2.869
H -1.338 -7.192 -4.081
H -1.518 -4.537 -5.254
H -0.639 -3.237 -4.437
H -3.404 -4.382 -3.720
H -3.013 -2.777 -4.311
H -2.829 -2.864 0.944
H -1.783 -1.129 -3.874
H -0.169 -1.531 -3.192
H -1.059 -0.177 -2.542
```

Mulliken atomic charge list, values in e, 4 entries: 1.80 -0.90 -0.26 -0.48

=====

Of the structures shown above, version P is the least stable.